[1]
Here is an isolated ion of composition C5H4N and charge +1 at a distorted geometry from OMol25. Energies are from ωB97M-V/def2-TZVPD.

Calculated values
Net charge: +1
Molar mass in g/mol: 78.09
Max |F| in eV/A: 6.4
HOMO in eV: -15.39
Lowest unoccupied orbital energy in Eh: -0.246
ΔE to the lowest compared entry with this formula, charge and spin in kJ/mol: 286.9

```
10
C5H4N | OMol25 | ωB97M-V/def2-TZVPD
C 3.56166 -0.50093 0.03946
C -1.38152 0.40564 0.46004
C -0.65770 0.45264 -0.63855
C 2.29803 0.16843 -0.01705
C 1.01015 0.24823 -0.31544
N 3.60555 0.70907 0.11348
H 4.01449 -1.51085 -0.06199
H -2.49683 0.70238 0.26724
H -1.18303 0.21133 1.52345
H -0.87411 0.68707 -1.70120
```

[2]
Here is a single C3H9BO2S molecule at a distorted geometry from OMol25. Energies are from ωB97M-V/def2-TZVPD.

Calculated values
Net charge: 0
Molar mass in g/mol: 119.98
Max |F| in eV/A: 4.7
HOMO (alpha / beta) in eV: -3.33 / -10.53
Spin multiplicity: 3
Lowest unoccupied orbital energy (alpha / beta) in Eh: 0.006 / -0.079
ΔE to the lowest compared entry with this formula, charge and spin in kJ/mol: 156.5

```
16
C3H9BO2S | OMol25 | ωB97M-V/def2-TZVPD
B 0.10745 1.94288 -0.60281
C -0.12432 -2.64570 1.40628
C 0.64330 0.45653 -0.25289
C -0.41887 -0.61586 -0.53812
O 0.51982 2.89230 0.29494
O -0.58707 2.19921 -1.71981
S 0.21817 -2.33360 -0.38000
H -1.14300 -2.56676 1.50986
H 0.39283 -2.14599 2.17693
H 0.11340 -3.76613 1.44228
H 1.52252 0.50502 -0.81712
H 1.00157 0.45046 0.75565
H -1.23210 -0.56468 0.05449
H -0.64130 -0.66308 -1.66326
H 0.53698 3.78284 0.19125
H -0.90938 3.07254 -1.85765
```

[3]
Here is a 2-piece molecular cluster, C10H13FNO3 overall from OMol25. Energies are from ωB97M-V/def2-TZVPD.

Calculated values
Net charge: +1
Molar mass in g/mol: 214.22
Max |F| in eV/A: 0.3
HOMO in eV: -12.42
Lowest unoccupied orbital energy in Eh: -0.135

```
28
C10H13FNO3 | OMol25 | ωB97M-V/def2-TZVPD
F 0.32996 0.31842 -1.73507
C 0.08193 1.65750 -1.75656
C 0.30104 2.32318 -0.41546
O -0.62138 1.90889 0.55527
C -1.95502 2.19869 0.18533
C -2.32716 1.37615 -1.02742
N -1.38266 1.74711 -2.15428
H 0.66230 2.12412 -2.55317
H 0.27600 3.41294 -0.55529
H 1.29621 2.04862 -0.06701
H -2.58846 1.92472 1.02620
H -2.08187 3.27347 0.00109
H -3.33934 1.55238 -1.38077
H -2.17142 0.31519 -0.84034
H -1.51189 1.10933 -2.94544
H -1.58948 2.68995 -2.49653
C 1.89261 -1.37491 0.62098
C 0.68751 -1.26129 1.16671
C 0.07885 -2.38058 1.93022
O -1.04479 -2.28038 2.37434
C 0.88601 -3.61354 2.10045
C 2.09489 -3.72758 1.55454
C 2.68914 -2.62474 0.75576
O 3.76967 -2.72961 0.22233
H 2.36312 -0.59040 0.04087
H 0.07631 -0.37483 1.05969
H 0.42682 -4.40385 2.68035
H 2.70113 -4.61894 1.65324
```

[4]
Here is C23H34N2O2Pt as an isolated structure at a distorted geometry from OMol25. Energies are from ωB97M-V/def2-TZVPD.

Calculated values
Net charge: 0
Molar mass in g/mol: 565.62
Max |F| in eV/A: 4.6
HOMO (alpha / beta) in eV: -6.97 / -8.46
Spin multiplicity: 3
Lowest unoccupied orbital energy (alpha / beta) in Eh: -0.008 / -0.027

```
62
C23H34N2O2Pt | OMol25 | ωB97M-V/def2-TZVPD
Pt -0.50173 0.51738 -0.00833
C 0.86026 -0.46478 1.25998
C 1.08091 -0.86297 -0.14918
C 2.06106 0.11684 -0.66223
C 2.35495 0.99128 0.41034
C 1.71666 0.62164 1.60152
C 1.84740 1.26666 2.95793
C 0.65456 0.86531 3.86092
C 1.91768 2.80001 2.79773
C 3.17014 0.69175 3.50524
C 2.62659 0.34243 -2.07571
C 3.55765 1.58415 -2.03560
C 1.47123 0.65605 -3.07199
C 3.50249 -0.85855 -2.50421
C 0.77803 -2.32820 -0.60224
C -0.35520 -2.88451 0.31310
C 0.25124 -2.38743 -2.05501
C 2.01634 -3.25543 -0.37780
H 0.34432 -1.03883 2.01690
H 3.12337 1.75179 0.38390
H -0.28487 1.19648 3.41518
H 0.73957 1.35307 4.82612
H 0.60795 -0.20705 4.04841
H 1.00197 3.18520 2.34487
H 2.76807 3.10241 2.19573
H 1.98405 3.25752 3.77985
H 3.11515 -0.39033 3.57540
H 3.36113 1.07098 4.50215
H 3.99435 0.95293 2.85159
H 2.96378 2.47230 -1.78518
H 4.01020 1.72791 -3.01325
H 4.34354 1.45449 -1.30388
H 0.95897 1.56825 -2.74996
H 0.73860 -0.13450 -3.14636
H 1.89317 0.82040 -4.06027
H 4.26402 -1.04727 -1.75011
H 4.01312 -0.62406 -3.44315
H 2.94208 -1.76751 -2.66497
H -1.23197 -2.24000 0.31969
H -0.01150 -3.00844 1.33046
H -0.64655 -3.87560 -0.02866
H -0.58478 -1.69296 -2.17190
H -0.09969 -3.39474 -2.25084
H 1.00838 -2.15587 -2.80429
H 2.29004 -3.25067 0.66740
H 2.87372 -2.95553 -0.97757
H 1.74046 -4.27053 -0.65778
O -1.58622 1.97582 -0.74882
N -2.93824 2.01832 -0.83812
N -3.42817 0.87166 -0.36406
O -2.58437 -0.08056 0.11743
C -4.82405 0.71334 -0.40682
C -5.62834 1.76254 -0.93884
C -7.00643 1.57067 -0.95990
C -7.58722 0.40116 -0.47342
C -6.78482 -0.62241 0.04710
C -5.39920 -0.47461 0.10316
H -5.15643 2.67414 -1.31073
H -7.63574 2.36780 -1.35389
H -8.67185 0.27675 -0.48773
H -7.25198 -1.52377 0.42852
H -4.74787 -1.20233 0.57220
```

[5]
Here is C39H56BrCaIN3O4 as an isolated structure at a distorted geometry from OMol25. Energies are from ωB97M-V/def2-TZVPD.

Calculated values
Net charge: +1
Molar mass in g/mol: 877.78
Max |F| in eV/A: 1.5
HOMO in eV: -10.11
Lowest unoccupied orbital energy in Eh: -0.128
ΔE to the lowest compared entry with this formula, charge and spin in kJ/mol: 326.3

```
105
C39H56BrCaIN3O4 | OMol25 | ωB97M-V/def2-TZVPD
Ca -1.75965 0.58681 -0.87858
C 3.53569 -3.28009 1.97834
C 2.25655 -4.10472 1.84930
C 2.58967 -5.40823 1.10501
C 1.73817 -4.42626 3.25801
C 1.17882 -3.37580 1.06026
C 1.38784 -2.16978 0.49589
C 0.31811 -1.52273 -0.21516
N 0.18752 -0.27205 -0.50580
C 0.98981 0.85766 -0.67378
C 2.42583 0.63978 -0.95848
C 3.35297 1.37694 -0.34949
C 2.92617 2.44662 0.56840
C 1.67582 2.73994 0.97946
C 0.62261 1.89536 0.42764
O -0.57054 1.94461 0.71800
C 1.43938 3.91326 1.94159
C -0.00522 4.04479 2.43601
C 1.81338 5.20840 1.20717
C 2.33717 3.74345 3.17549
C 4.85014 1.18306 -0.53902
C 5.14651 0.00797 -1.46749
C 5.44523 2.46023 -1.14937
C 5.49945 0.90811 0.82531
C -0.98143 -2.27871 -0.47927
O -1.96460 -1.60365 -0.88530
C -1.11947 -3.62006 0.12560
C -0.09319 -4.05961 0.88089
C -2.43236 -4.37768 -0.02906
C -3.53613 -3.63476 0.74476
C -2.82017 -4.48905 -1.50997
C -2.32581 -5.79286 0.53990
H 4.27499 -3.84918 2.54264
H 3.36161 -2.34229 2.51117
H 3.97072 -3.05348 1.00274
H 3.36898 -5.94887 1.64490
H 2.94824 -5.20074 0.09547
H 1.72352 -6.06527 1.02355
H 2.52031 -4.92874 3.82925
H 0.87131 -5.08657 3.23931
H 1.46054 -3.51518 3.79159
H 2.31333 -1.62531 0.61726
H 2.65652 -0.17790 -1.63026
H 3.72558 3.06341 0.96060
H -0.69965 4.25998 1.62513
H -0.04291 4.87570 3.14219
H -0.34913 3.14827 2.95014
H 1.20775 5.33846 0.30811
H 2.86343 5.21374 0.91004
H 1.64451 6.06773 1.85801
H 2.11228 2.81303 3.69965
H 2.16827 4.57070 3.86617
H 3.39815 3.74257 2.92361
H 4.74386 0.16934 -2.46955
H 4.73692 -0.92792 -1.08187
H 6.22537 -0.11646 -1.56224
H 5.02478 2.65569 -2.13830
H 6.52425 2.34745 -1.26279
H 5.27306 3.34034 -0.52793
H 5.07351 0.01560 1.28847
H 5.38088 1.73971 1.52138
H 6.56979 0.74320 0.69592
H -0.18942 -5.02004 1.36378
H -3.70416 -2.63720 0.34292
H -3.27569 -3.54842 1.80220
H -4.46860 -4.19841 0.67290
H -2.90264 -3.51345 -1.98454
H -3.78443 -4.99606 -1.58478
H -2.08300 -5.07012 -2.06428
H -2.15861 -5.79439 1.61883
H -1.52679 -6.36102 0.06017
H -3.26372 -6.31841 0.35649
N 1.65461 1.76363 -3.65442
C 0.51878 1.21291 -3.10874
O 0.29482 1.62736 -1.80656
C -0.37226 0.45169 -3.74466
I 0.50950 -3.08002 -2.59697
H 2.33099 2.13185 -3.00876
H 2.03461 1.31643 -4.47192
H -0.21960 0.16748 -4.77523
H -1.26015 0.04709 -3.27575
Br -8.24079 0.72304 1.70459
C -6.46861 0.64823 1.10753
C -6.18057 0.14394 -0.15123
C -4.85741 0.11266 -0.54649
N -3.84887 0.54527 0.21839
C -4.14986 1.02137 1.42989
C -5.44062 1.09381 1.92178
H -6.96105 -0.22062 -0.80267
H -4.59804 -0.29554 -1.51841
H -3.31677 1.36309 2.03438
H -5.63436 1.48463 2.90964
C -4.46706 3.53801 -2.92634
C -4.28601 3.96331 -1.45355
C -2.86475 3.53195 -1.13328
O -2.67917 2.34666 -1.93342
C -3.23653 2.67379 -3.22354
H -4.50524 4.39380 -3.59736
H -5.38909 2.97529 -3.05814
H -4.98936 3.43285 -0.81075
H -4.42933 5.03140 -1.30192
H -2.69018 3.27841 -0.08849
H -2.12750 4.27772 -1.44499
H -3.45534 1.73732 -3.73252
H -2.47675 3.21080 -3.79435
```

[6]
Here is a 2-piece molecular cluster, C4H12OS2 overall at a distorted geometry from OMol25. Energies are from ωB97M-V/def2-TZVPD.

Calculated values
Net charge: 0
Molar mass in g/mol: 140.27
Max |F| in eV/A: 1.5
HOMO in eV: -8.60
Lowest unoccupied orbital energy in Eh: 0.025
ΔE to the lowest compared entry with this formula, charge and spin in kJ/mol: 36.6

```
19
C4H12OS2 | OMol25 | ωB97M-V/def2-TZVPD
C -1.63286 -1.11689 -0.60049
C -1.39957 -0.20020 0.59937
S 0.24076 -0.59094 1.38036
S 1.53947 0.36773 0.14505
C 2.29267 -0.99800 -0.84686
C 3.79896 -0.83769 -0.90654
H -2.59728 -0.94254 -1.08332
H -0.80337 -0.99008 -1.28989
H -1.62344 -2.12830 -0.20860
H -1.23103 0.82580 0.27991
H -2.06649 -0.20951 1.45909
H 1.87527 -1.05781 -1.83329
H 1.99308 -1.85315 -0.24602
H 4.39009 -1.73694 -0.76005
H 4.15937 -0.43650 -1.85130
H 4.17297 -0.13423 -0.15666
O -4.29072 4.12187 1.61418
H -3.68863 4.12672 2.36341
H -5.12925 3.79066 1.94164
```

- Among the records above, which one has the lowest max |F|?
  C10H13FNO3

- What is the max |F| in the fifth record?
  1.5 eV/A

- net charge of number 2 (C3H9BO2S)?
  0